(1)
# C29H21BF12N4Ru

A structure of composition C29H21BF12N4Ru (ωB97M-V/def2-TZVPD, the OMol25 dataset).

HOMO-LUMO gap (alpha / beta) (eV): 6.4 / 6.5
Multiplicity: 6
E_tot (Ha): -2654.867411
LUMO energy (alpha / beta) (eV): 2.62 / 1.98
M (g/mol): 765.373
HOMO (alpha / beta) (eV): -3.77 / -4.53
Total charge: -1

```
68
Properties=species:S:1:pos:R:3:lowdin_spin:R:1
Ru -0.08277 -0.41369 0.61558 3.661
C 1.77988 1.63012 -2.09399 0.008
N 1.51295 0.25053 -1.73274 0.074
C 0.69809 -0.40519 -2.75242 0.004
C -0.75951 -0.46638 -2.29675 0.030
N -0.89072 -1.32199 -1.12543 0.162
C -1.03577 -2.67108 -1.30980 0.020
C -0.94898 -3.39981 -2.51724 0.018
F -0.64190 -2.80761 -3.69736 0.004
C -1.13823 -4.77047 -2.59971 -0.001
F -1.03668 -5.37171 -3.79367 -0.002
C -1.41364 -5.52122 -1.48001 0.016
F -1.59786 -6.84829 -1.55981 0.005
C -1.49359 -4.86084 -0.26587 -0.002
F -1.76360 -5.55300 0.84482 -0.002
C -1.31214 -3.49816 -0.19648 0.016
F -1.43041 -2.94272 1.01199 0.018
C 2.72378 -0.46742 -1.35216 0.004
C 2.41333 -1.73185 -0.55071 0.018
N 1.74213 -1.51423 0.72533 0.178
C 2.48270 -1.66296 1.86940 0.021
C 3.85070 -1.38078 2.02695 0.017
F 4.56235 -0.83327 1.01771 0.004
C 4.53392 -1.57429 3.21522 -0.001
F 5.83739 -1.27163 3.28234 -0.002
C 3.88122 -2.04515 4.33584 0.017
F 4.53811 -2.22616 5.49122 0.005
C 2.52846 -2.32580 4.23621 -0.002
F 1.87103 -2.79678 5.29901 -0.002
C 1.86666 -2.15080 3.04014 0.018
F 0.57085 -2.47632 3.00497 0.007
H 2.40996 1.69937 -2.99626 0.001
H 2.28945 2.14276 -1.27813 0.003
H 0.84159 2.15078 -2.29065 0.002
H 1.04773 -1.42594 -2.89858 0.000
H 0.80607 0.10703 -3.71926 0.002
H -1.40799 -0.77789 -3.11711 0.004
H -1.08907 0.53823 -2.00855 0.008
H 3.31962 0.20012 -0.72801 0.000
H 3.32872 -0.72506 -2.23948 0.002
H 3.34256 -2.29223 -0.41550 0.003
H 1.76189 -2.37981 -1.14840 0.002
F 1.47937 2.29453 1.26270 0.040
B 0.31239 1.83630 0.75416 0.198
F -0.53003 2.83520 0.43339 0.042
C -0.37238 1.35965 6.05639 0.019
C 0.58341 1.07425 5.09090 0.000
C 0.21790 0.57375 3.85428 0.031
C -1.12366 0.33232 3.52290 0.018
C -2.08283 0.66003 4.49991 0.018
C -1.70901 1.15224 5.73755 -0.001
N -1.45285 -0.11664 2.25395 0.208
C -2.72413 -0.66775 2.03650 0.019
C -3.27834 -1.65284 2.86590 0.015
C -4.47887 -2.25814 2.54493 0.000
C -5.16923 -1.90679 1.38906 0.014
C -4.63816 -0.92237 0.56830 -0.001
C -3.44190 -0.30230 0.89492 0.018
H -0.08495 1.74057 7.02741 0.001
H 1.63423 1.23845 5.29931 0.000
H 0.99072 0.37691 3.12121 0.012
H -3.13293 0.53274 4.27488 0.001
H -2.48038 1.38761 6.46204 0.000
H -2.73352 -1.96854 3.74649 0.000
H -4.87097 -3.03068 3.19589 0.000
H -6.10280 -2.39260 1.13567 0.001
H -5.15913 -0.62538 -0.33418 0.000
H -3.04056 0.47699 0.25703 0.004
```

(2)
# C16H13EuN4OS4Sb

A structure of composition C16H13EuN4OS4Sb at a distorted geometry (ωB97M-V/def2-TZVPD, the OMol25 dataset).

HOMO-LUMO gap (alpha / beta) (eV): 5.2 / 5.6
Multiplicity: 8
E_tot (Ha): -3455.249811
LUMO energy (alpha / beta) (eV): 4.65 / 4.64
M (g/mol): 679.299
Energy above the lowest of the compared OMol25 structures with the same formula, charge and spin (kcal per mole): 0.0
HOMO (alpha / beta) (eV): -0.56 / -0.94
Total charge: -2

```
40
Properties=species:S:1:pos:R:3:lowdin_spin:R:1
Eu -0.02815 -0.49410 -0.01681 6.087
O 2.15879 -0.06397 0.09880 -0.008
N 2.65760 0.86674 0.89987 0.002
C 3.68997 0.52061 1.69482 0.001
C 4.26580 1.41609 2.55276 0.000
C 3.75434 2.71842 2.58553 0.001
C 2.71389 3.06150 1.76218 0.000
C 2.11962 2.13179 0.87425 0.003
S 0.81934 2.46155 -0.16050 0.001
H 3.98727 -0.51158 1.59705 0.000
H 5.07012 1.09240 3.19822 0.000
H 4.17152 3.45140 3.26728 0.000
H 2.28727 4.05455 1.77130 0.000
C 2.32747 -1.40673 5.36643 0.058
C 2.35535 -1.90156 4.06454 -0.001
C 1.51544 -1.39181 3.08938 0.044
C 0.61224 -0.35971 3.38693 0.013
C 0.56326 0.11539 4.70943 0.050
C 1.41689 -0.39945 5.67481 -0.003
N -0.17362 0.15310 2.35356 0.290
N -1.17323 0.88921 2.80354 0.216
C -2.01262 1.38768 1.86958 0.040
C -3.09751 2.17303 2.34271 0.044
C -3.95208 2.75414 1.44819 0.016
C -3.75977 2.54383 0.07247 0.080
C -2.72268 1.71701 -0.30694 -0.002
N -1.87414 1.14378 0.54565 0.082
H 2.98822 -1.80986 6.12718 0.005
H 3.03044 -2.71261 3.80733 -0.002
H 1.51709 -1.83422 2.09975 0.002
H -0.14635 0.89613 4.94236 0.006
H 1.36927 -0.01104 6.68813 -0.002
H -3.21040 2.28382 3.41332 0.001
H -4.78161 3.36118 1.79989 -0.001
H -4.41476 2.97720 -0.67226 0.006
H -2.57334 1.45666 -1.34920 -0.001
S -1.84558 -2.15390 1.40607 0.003
Sb -1.39630 -3.25294 -0.65806 0.002
S -1.62863 -1.28824 -2.07698 -0.016
S 0.99308 -3.05597 -0.39906 -0.016
```

(3)
# C2H11N2O

A cluster of 2 separate species, C2H11N2O in total at a distorted geometry (ωB97M-V/def2-TZVPD, the OMol25 dataset).

HOMO-LUMO gap (eV): 11.0
E_tot (Ha): -267.255923
LUMO energy (eV): -3.27
M (g/mol): 79.123
Energy above the lowest of the compared OMol25 structures with the same formula, charge and spin (kcal per mole): 43.2
HOMO (eV): -14.25
Total charge: +1

```
16
Properties=species:S:1:pos:R:3:nbo_charge:R:1
C 0.92958 -2.18453 0.32261 -0.416
N -0.39577 -1.65561 -0.23603 -0.701
H 0.76303 -2.79844 1.33622 0.249
H 1.51567 -1.31347 0.49725 0.233
H 1.30206 -2.76882 -0.50874 0.228
H -0.77826 -2.39885 -0.83992 0.434
H -0.98352 -1.57993 0.61609 0.430
H -0.31721 -0.74529 -0.65471 0.452
N 0.11246 0.83842 -1.00722 -0.894
C -0.74327 1.51224 -0.12765 0.092
O 0.11260 1.67574 1.02425 -0.802
H 1.08362 1.09097 -0.78110 0.422
H -0.17834 1.17929 -1.98916 0.404
H -1.47905 0.86358 0.34911 0.160
H -0.99694 2.56739 -0.45504 0.194
H 0.03343 2.25168 1.76895 0.515
```

(4)
# C17H22Br3N4O11V

A structure of composition C17H22Br3N4O11V at a distorted geometry (ωB97M-V/def2-TZVPD, the OMol25 dataset).

HOMO-LUMO gap (eV): 5.9
E_tot (Ha): -10372.451552
LUMO energy (eV): -1.58
M (g/mol): 749.036
Energy above the lowest of the compared OMol25 structures with the same formula, charge and spin (kcal per mole): 431.2
HOMO (eV): -7.44

```
58
Properties=species:S:1:pos:R:3:lowdin_charge:R:1
O 1.12714 1.24347 -4.49326 -0.376
V 1.98898 0.63498 -3.31017 0.986
O 2.72118 1.78275 -2.59292 -0.569
C 1.14101 1.41686 -0.57997 -0.236
C 0.29661 0.57784 -1.48834 -0.361
O 0.94577 -0.15767 -2.47002 -0.239
H 1.80924 2.13158 -1.06033 -0.064
H 1.58128 0.93708 0.29414 0.004
H 0.41251 2.04633 -0.06894 0.065
H -0.43474 1.25566 -1.92858 -0.059
H -0.40831 0.00508 -0.88574 -0.084
C -2.07793 0.22605 -2.84058 0.015
N -1.21155 -0.99336 -3.14745 -0.326
O -0.79952 -0.99076 -4.26127 0.094
O -0.83106 -1.80566 -2.28622 -0.013
H -1.41719 0.97123 -3.28354 0.027
H -2.16253 0.54008 -1.80024 0.060
H -3.01472 0.11353 -3.38635 0.116
C 4.39043 1.33083 1.01530 0.074
N 3.88454 -0.07232 0.97582 -0.419
O 2.69875 -0.24126 1.16365 0.039
O 4.57173 -0.98763 0.71657 0.121
H 5.43977 1.28757 0.72356 0.104
H 4.34395 1.84210 1.97682 0.107
H 3.79330 1.93171 0.32936 0.094
C -2.58874 -4.80767 1.92776 -0.076
C -1.34039 -5.22243 1.39118 -0.097
C -0.64415 -4.31929 0.65227 -0.008
C -1.15110 -3.00471 0.39152 -0.041
C -2.43378 -2.71575 0.96259 -0.143
C -3.14333 -3.57486 1.76251 -0.051
N -0.55132 -1.91451 -0.41769 -0.245
O 0.40984 -2.22968 -1.14112 0.087
O -0.99426 -0.81703 -0.33671 -0.018
H -3.06462 -5.56768 2.52968 0.102
H -1.05569 -6.25333 1.54152 0.099
H 0.29144 -4.58365 0.18198 0.114
H -2.84560 -1.71767 0.98763 0.077
H -4.01066 -3.20636 2.29010 0.118
C 0.92883 2.46321 2.94306 0.009
C -0.18160 2.29992 3.85375 -0.050
C -1.17328 1.40335 3.52102 -0.014
C -1.11836 0.61409 2.32423 -0.048
C -0.02769 0.87225 1.44032 0.001
C 1.01117 1.71827 1.74132 -0.123
N -2.20903 -0.28265 2.03002 -0.183
O -3.33303 -0.00459 2.38575 0.156
O -1.80754 -1.35426 1.49702 -0.013
H 1.80481 3.01885 3.24354 0.098
H -0.34742 2.82097 4.78510 0.102
H -2.10445 1.30056 4.05838 0.110
H 0.03520 0.39106 0.47549 0.084
H 1.92550 1.69423 1.16702 0.056
C 0.19530 3.46329 -3.14849 -1.319
Br -0.20704 4.89957 -4.47187 0.556
Br -1.38921 3.06973 -2.02032 0.786
Br 1.82862 3.92416 -2.12636 0.804
H 0.50290 2.59651 -3.73345 -0.092
```

(5)
# C5H8N2

An isolated molecule of C5H8N2 at a distorted geometry (ωB97M-V/def2-TZVPD, the OMol25 dataset).

HOMO-LUMO gap (alpha / beta) (eV): 8.6 / 8.6
E_tot (Ha): -304.672285
LUMO energy (alpha / beta) (eV): 0.18 / 0.20
M (g/mol): 96.133
Energy above the lowest of the compared OMol25 structures with the same formula, charge and spin (kcal per mole): 102.4
HOMO (alpha / beta) (eV): -8.45 / -8.43

```
15
Properties=species:S:1:pos:R:3:nbo_charge:R:1
N -1.01373 0.89556 -1.63317 -0.787
C -0.53541 -0.05574 -0.65943 -0.141
C 0.35330 -1.08321 -1.26608 0.258
N 1.01151 -1.75317 -1.94274 -0.338
C 0.35202 0.44078 0.45753 -0.317
C 0.86010 -0.95832 1.05888 -0.362
C -0.21827 0.90057 1.70367 -0.328
H -1.48138 0.35899 -2.36018 0.367
H -0.20133 1.31271 -2.08124 0.359
H -1.38999 -0.55000 -0.17900 0.226
H 1.15223 1.10392 0.09518 0.230
H 0.29224 -1.92619 1.13424 0.216
H 1.85439 -1.14459 1.47521 0.208
H 0.22416 1.74910 2.24552 0.209
H -1.25983 0.70958 1.95160 0.200
```

(6)
# C11H26N4O10P2

A structure of composition C11H26N4O10P2 at a distorted geometry (ωB97M-V/def2-TZVPD, the OMol25 dataset).

HOMO-LUMO gap (eV): 9.8
E_tot (Ha): -2089.118835
LUMO energy (eV): 0.40
M (g/mol): 436.295
HOMO (eV): -9.36

```
53
Properties=species:S:1:pos:R:3:nbo_charge:R:1
O 4.77023 3.94908 -3.48125 -0.621
O -0.60201 0.33568 -0.86316 -0.703
O 2.89789 -1.02069 -2.90972 -0.640
O -0.20047 -2.63588 0.64245 -1.147
O -2.88265 -2.11317 -0.34883 -1.122
O -1.03097 0.19018 2.09070 -0.696
O -0.22663 -2.95152 3.02350 -0.973
O -2.14862 -3.80342 1.55045 -0.988
O -4.54336 -1.52552 1.20879 -0.966
O -3.15449 0.31469 0.00179 -0.991
C 4.49848 2.86096 -3.00376 0.677
C 0.61221 0.35389 -1.00076 0.698
C 2.76042 0.13831 -3.28709 0.654
N 1.33193 -0.64151 -0.54585 -0.805
N 2.71119 0.47277 -4.58336 -0.604
N -4.87926 1.26979 5.45475 -0.841
N 3.22963 2.54580 -2.74785 -0.628
C 5.60512 1.86822 -2.70788 -0.718
C 2.79339 -0.48332 -5.68595 -0.414
C -3.91161 0.19728 5.22888 -0.205
C -3.42320 0.25278 3.78529 -0.417
C -2.59846 -1.00867 3.47941 -0.419
C 1.29192 1.52068 -1.70887 -0.483
C -1.92271 -0.99295 2.08409 -0.477
C 2.72011 1.26764 -2.23430 -0.134
P -1.13713 -2.61058 1.77709 2.337
P -3.11032 -1.10041 0.70180 2.333
H -0.28160 0.09498 2.71278 0.490
H 0.23967 -3.72249 2.67554 0.514
H -2.43407 -3.61451 0.62861 0.549
H -5.01205 -1.55516 0.36482 0.517
H -2.21852 0.40365 -0.30028 0.548
H 2.24322 -0.81664 -0.93402 0.409
H 0.80090 -1.42303 -0.16589 0.457
H 2.62754 1.45192 -4.81049 0.406
H -4.46662 2.18383 5.26650 0.356
H -5.26001 1.22994 6.40039 0.361
H 2.56445 3.28177 -2.92777 0.410
H 5.59453 1.61159 -1.65095 0.225
H 6.56153 2.32894 -2.95200 0.250
H 5.47497 0.97412 -3.31383 0.232
H 3.63038 -1.16592 -5.52359 0.218
H 1.87275 -1.06775 -5.73765 0.210
H 2.94051 0.04202 -6.63094 0.211
H -3.06529 0.29822 5.91662 0.159
H -4.39407 -0.76741 5.42143 0.186
H -2.82217 1.15577 3.63958 0.212
H -4.28659 0.31336 3.11552 0.223
H -3.25492 -1.88402 3.56320 0.229
H -1.82156 -1.11491 4.24528 0.220
H 0.64936 1.81755 -2.53773 0.232
H 1.32519 2.33980 -0.99120 0.242
H 3.34181 0.95425 -1.39427 0.225
```

Repeat the fifth record exactly.
# C5H8N2

An isolated molecule of C5H8N2 at a distorted geometry (ωB97M-V/def2-TZVPD, the OMol25 dataset).

HOMO-LUMO gap (alpha / beta) (eV): 8.6 / 8.6
E_tot (Ha): -304.672285
LUMO energy (alpha / beta) (eV): 0.18 / 0.20
M (g/mol): 96.133
Energy above the lowest of the compared OMol25 structures with the same formula, charge and spin (kcal per mole): 102.4
HOMO (alpha / beta) (eV): -8.45 / -8.43

```
15
Properties=species:S:1:pos:R:3:nbo_charge:R:1
N -1.01373 0.89556 -1.63317 -0.787
C -0.53541 -0.05574 -0.65943 -0.141
C 0.35330 -1.08321 -1.26608 0.258
N 1.01151 -1.75317 -1.94274 -0.338
C 0.35202 0.44078 0.45753 -0.317
C 0.86010 -0.95832 1.05888 -0.362
C -0.21827 0.90057 1.70367 -0.328
H -1.48138 0.35899 -2.36018 0.367
H -0.20133 1.31271 -2.08124 0.359
H -1.38999 -0.55000 -0.17900 0.226
H 1.15223 1.10392 0.09518 0.230
H 0.29224 -1.92619 1.13424 0.216
H 1.85439 -1.14459 1.47521 0.208
H 0.22416 1.74910 2.24552 0.209
H -1.25983 0.70958 1.95160 0.200
```

M of number 6 (C11H26N4O10P2)? 436.295 g/mol